{"formula": "C37H83N4O4P2S", "method": "wB97M-V/def2-TZVPD", "species": ["C", "C", "C", "N", "C", "C", "P", "C", "C", "C", "C", "S", "C", "C", "C", "P", "O", "O", "C", "C", "O", "C", "C", "C", "C", "C", "O", "H", "H", "H", "H", "H", "H", "H", "H", "H", "H", "H", "H", "H", "H", "H", "H", "H", "H", "H", "H", "H", "H", "H", "H", "H", "H", "H", "H", "H", "H", "H", "H", "H", "H", "H", "H", "H", "H", "C", "C", "N", "C", "C", "C", "C", "H", "H", "H", "H", "H", "H", "H", "H", "H", "H", "H", "H", "H", "H", "H", "C", "C", "N", "C", "C", "C", "C", "H", "H", "H", "H", "H", "H", "H", "H", "H", "H", "H", "H", "H", "H", "H", "C", "C", "N", "C", "C", "C", "C", "H", "H", "H", "H", "H", "H", "H", "H", "H", "H", "H", "H", "H", "H", "H"], "xyz": [[0.052, -4.692, 3.884], [0.635, -3.287, 4.405], [-0.430, -2.553, 5.335], [-0.971, -1.264, 4.811], [-2.287, -1.293, 4.649], [-2.793, 0.114, 4.153], [-4.009, 0.250, 2.715], [-3.358, -0.590, 1.152], [-5.579, -0.749, 3.164], [-6.746, 0.298, 3.518], [-1.481, 1.049, 4.179], [-1.241, 2.317, 2.856], [-0.265, 0.034, 4.507], [0.792, 0.012, 3.333], [0.269, -0.650, 1.983], [1.776, -0.726, 0.837], [2.397, 0.637, 0.574], [1.413, -1.623, -0.538], [0.909, -0.809, -1.629], [-0.172, 0.275, -1.218], [2.917, -1.659, 1.709], [4.137, -0.916, 1.933], [5.219, -1.880, 2.627], [0.314, 0.429, 5.938], [1.677, 1.392, 5.693], [1.323, 2.904, 5.062], [1.789, 2.563, 6.571], [-0.481, -5.217, 4.730], [-0.625, -4.587, 2.989], [0.952, -5.354, 3.618], [1.077, -2.659, 3.584], [1.507, -3.575, 5.082], [-1.296, -3.276, 5.472], [0.022, -2.436, 6.371], [-3.002, -2.136, 4.835], [-3.397, 0.473, 5.058], [-4.259, -0.801, 0.500], [-2.833, -1.564, 1.373], [-2.712, 0.163, 0.616], [-5.966, -1.346, 2.281], [-5.399, -1.399, 4.079], [-6.950, 1.004, 2.650], [-6.461, 0.906, 4.433], [-7.719, -0.218, 3.763], [-1.711, 1.704, 5.081], [-2.352, 2.378, 2.039], [1.663, -0.632, 3.699], [1.238, 1.012, 3.073], [-0.576, -0.065, 1.526], [-0.127, -1.712, 2.130], [0.382, -1.527, -2.339], [1.732, -0.335, -2.257], [0.251, 1.201, -0.731], [-1.008, -0.207, -0.615], [-0.667, 0.619, -2.184], [4.617, -0.596, 0.954], [4.015, -0.036, 2.637], [5.441, -2.686, 1.853], [6.209, -1.346, 2.789], [4.841, -2.348, 3.579], [-0.373, 1.051, 6.573], [0.795, -0.419, 6.504], [2.653, 0.863, 5.315], [2.144, 2.666, 4.260], [1.798, 3.900, 5.288], [-5.265, 5.143, -3.580], [-3.863, 4.549, -3.638], [-3.841, 3.115, -3.899], [-2.529, 2.514, -3.689], [-1.390, 2.955, -4.608], [-4.545, 2.668, -5.096], [-4.108, 3.250, -6.441], [-5.881, 4.628, -2.838], [-5.207, 6.196, -3.296], [-5.770, 5.096, -4.547], [-3.394, 4.736, -2.667], [-3.276, 5.107, -4.380], [-2.620, 1.423, -3.740], [-2.227, 2.721, -2.654], [-1.477, 2.513, -5.600], [-0.433, 2.615, -4.196], [-1.331, 4.040, -4.711], [-5.611, 2.886, -4.965], [-4.504, 1.576, -5.153], [-3.936, 4.327, -6.396], [-4.888, 3.077, -7.187], [-3.203, 2.769, -6.813], [3.130, -6.483, 2.113], [4.192, -7.569, 2.232], [4.182, -8.263, 3.513], [5.356, -9.106, 3.719], [5.547, -10.302, 2.787], [2.912, -8.859, 3.910], [2.285, -9.893, 2.974], [3.220, -5.755, 2.924], [3.253, -5.949, 1.168], [2.119, -6.897, 2.123], [5.164, -7.084, 2.103], [4.078, -8.265, 1.391], [5.366, -9.461, 4.755], [6.245, -8.468, 3.636], [4.869, -11.119, 3.034], [6.563, -10.693, 2.897], [5.412, -10.039, 1.736], [2.186, -8.050, 4.054], [3.016, -9.300, 4.906], [2.332, -9.595, 1.925], [1.229, -10.024, 3.226], [2.757, -10.870, 3.079], [-0.066, 9.197, -8.000], [0.979, 8.099, -7.841], [0.943, 7.434, -6.545], [2.102, 6.581, -6.304], [2.287, 5.361, -7.206], [-0.340, 6.865, -6.151], [-0.968, 5.818, -7.072], [0.023, 9.942, -7.205], [0.078, 9.707, -8.955], [-1.083, 8.799, -7.994], [1.959, 8.568, -7.967], [0.866, 7.386, -8.668], [2.092, 6.249, -5.260], [3.000, 7.204, -6.390], [1.594, 4.559, -6.950], [3.296, 4.958, -7.074], [2.170, 5.601, -8.264], [-1.056, 7.686, -6.035], [-0.254, 6.445, -5.144], [-0.904, 6.092, -8.127], [-2.030, 5.707, -6.830], [-0.510, 4.838, -6.938]], "forces_ev_per_angstrom": [[1.074, 0.213, 0.088], [0.254, -1.177, 0.695], [1.403, -1.285, 0.390], [-3.403, -2.305, -0.511], [1.250, 3.531, -1.309], [0.206, -1.413, 1.670], [-0.929, 0.302, -0.933], [0.018, -0.373, 0.351], [-0.751, 0.449, 0.635], [0.193, 0.121, 0.179], [-1.919, -0.339, 1.076], [0.393, 0.099, -0.361], [-0.252, 1.867, 0.751], [0.618, -1.863, 0.023], [0.113, -0.687, 0.226], [2.131, 0.847, -0.478], [-1.752, -2.475, 0.405], [0.390, 1.694, 2.286], [-1.247, 0.594, -1.662], [-0.284, -0.145, -0.850], [-1.974, 1.412, -1.259], [2.769, -0.243, 0.878], [-0.399, -0.231, -1.302], [3.558, 1.731, -0.811], [-2.887, 2.378, 2.250], [1.978, -1.330, -0.334], [1.455, -4.379, -2.825], [0.444, 0.598, -0.940], [0.664, -0.129, 0.957], [-1.471, 0.969, 0.147], [-0.665, -0.660, 0.832], [-1.041, 0.543, -0.883], [0.948, 1.215, -0.230], [-0.631, 0.318, -1.326], [1.260, 0.670, -0.027], [0.260, -0.489, -1.329], [0.991, 0.277, 0.802], [-0.365, 1.012, -0.555], [-0.540, -0.999, 0.569], [0.935, 0.431, 1.079], [-0.328, 0.474, -1.263], [0.426, -0.882, 1.114], [-0.316, -0.587, -1.163], [1.126, 0.335, -0.296], [0.966, -0.931, -1.073], [0.307, -0.763, 0.966], [-0.991, 0.839, -0.510], [-0.899, -0.827, 0.581], [1.169, -0.402, 0.328], [0.616, 1.278, -0.090], [0.760, 0.668, 1.108], [-0.738, -0.557, 1.250], [-0.403, -1.207, -0.285], [1.158, 0.624, -0.640], [0.640, -0.416, 1.114], [-0.950, -0.110, 1.257], [-0.331, -0.813, -1.122], [-0.289, 0.718, 1.211], [-1.435, -0.415, -0.043], [0.428, 0.529, -0.973], [0.604, -0.847, -0.712], [-0.964, 0.546, -0.575], [-1.879, 1.294, 0.780], [0.366, 0.568, 1.297], [-1.848, 0.124, -0.649], [-0.034, -0.033, -0.058], [-0.155, 0.055, -0.113], [0.127, -0.348, 0.223], [0.001, 0.071, 0.207], [0.258, -0.145, -0.050], [-0.379, 0.133, -0.008], [0.019, -0.106, -0.236], [0.038, -0.030, -0.082], [0.030, -0.067, -0.030], [-0.004, -0.007, 0.057], [0.142, -0.203, -0.055], [0.050, 0.124, -0.020], [-0.179, 0.052, -0.112], [-0.121, 0.134, -0.028], [-0.017, 0.111, -0.014], [-0.046, 0.042, -0.008], [-0.041, -0.048, 0.005], [0.108, 0.087, 0.090], [0.188, 0.056, 0.166], [-0.010, -0.042, 0.042], [0.028, 0.014, 0.051], [0.025, 0.139, 0.000], [-0.079, -0.015, -0.011], [-0.171, -0.027, 0.026], [0.175, 0.002, 0.295], [0.228, 0.139, 0.017], [0.120, -0.222, 0.030], [-0.224, 0.251, -0.037], [-0.158, -0.207, 0.033], [0.027, -0.074, 0.014], [0.002, -0.040, 0.051], [0.026, 0.012, 0.001], [0.078, -0.191, 0.143], [-0.004, 0.027, -0.140], [-0.188, 0.064, -0.043], [-0.149, 0.082, -0.069], [-0.020, 0.031, -0.092], [-0.070, 0.054, -0.010], [-0.017, 0.003, 0.047], [0.097, 0.041, -0.087], [0.245, 0.030, -0.084], [0.036, 0.011, 0.042], [0.046, 0.014, -0.008], [0.006, 0.048, -0.126], [-0.061, -0.025, 0.035], [-0.195, 0.050, -0.019], [0.218, -0.096, 0.300], [0.175, 0.185, 0.008], [0.139, -0.243, 0.038], [-0.253, 0.315, -0.045], [-0.134, -0.218, 0.032], [-0.019, -0.094, -0.001], [0.008, -0.059, 0.051], [0.028, 0.041, 0.016], [0.075, -0.194, 0.154], [0.010, 0.001, -0.132], [-0.184, 0.056, -0.038], [-0.143, 0.076, -0.077], [-0.032, 0.027, -0.092], [-0.060, 0.052, -0.015], [-0.024, 0.008, 0.052], [0.115, 0.022, -0.094], [0.251, 0.017, -0.060], [0.028, 0.023, 0.049], [0.037, 0.018, -0.013], [0.005, 0.027, -0.142]], "e_above_lowest_ev": 3.2907, "homo_lumo_gap_ev": 5.17, "e_homo_ev": -9.1821, "e_tot_ev": -83263.84857, "fmax_ev_per_a": 5.4, "charge": 1}

---

{"formula": "C37H86CaCuN5O9", "method": "wB97M-V/def2-TZVPD", "species": ["Cu", "Ca", "C", "O", "H", "H", "H", "C", "C", "C", "C", "C", "C", "N", "O", "C", "C", "C", "H", "H", "H", "H", "H", "H", "H", "H", "H", "H", "H", "H", "H", "H", "H", "H", "H", "H", "H", "C", "C", "C", "C", "C", "C", "N", "O", "C", "C", "C", "H", "H", "H", "H", "H", "H", "H", "H", "H", "H", "H", "H", "H", "H", "H", "H", "H", "H", "H", "C", "O", "C", "C", "N", "C", "C", "O", "C", "H", "H", "H", "H", "H", "H", "H", "H", "H", "H", "H", "H", "H", "H", "H", "C", "O", "C", "C", "N", "C", "C", "O", "C", "H", "H", "H", "H", "H", "H", "H", "H", "H", "H", "H", "H", "H", "H", "H", "C", "O", "C", "C", "N", "C", "C", "O", "C", "H", "H", "H", "H", "H", "H", "H", "H", "H", "H", "H", "H", "H", "H", "H"], "xyz": [[7.603, -6.687, -2.787], [10.930, -10.082, -1.104], [9.478, -9.597, -6.838], [9.870, -9.240, -5.542], [10.206, -10.204, -7.376], [8.478, -10.021, -6.743], [9.360, -8.670, -7.400], [3.861, -7.150, -12.902], [3.467, -6.079, -13.903], [3.240, -4.673, -13.225], [4.425, -3.924, -12.698], [5.472, -3.780, -13.846], [5.728, -5.171, -14.546], [4.526, -5.939, -14.960], [4.754, -7.017, -15.723], [6.390, -4.764, -15.954], [6.716, -6.051, -13.804], [2.085, -6.482, -14.612], [4.105, -8.105, -13.367], [3.092, -7.290, -12.142], [4.730, -6.802, -12.344], [2.667, -4.027, -13.889], [2.584, -4.636, -12.356], [4.866, -4.432, -11.841], [4.093, -2.929, -12.401], [6.465, -3.423, -13.573], [5.059, -3.265, -14.713], [7.385, -4.334, -15.840], [6.537, -5.556, -16.688], [5.780, -3.980, -16.404], [6.474, -6.177, -12.749], [6.701, -7.057, -14.224], [7.714, -5.654, -13.615], [1.208, -6.910, -14.126], [2.359, -7.222, -15.365], [1.771, -5.668, -15.266], [4.375, -6.767, -16.569], [17.238, -6.336, -13.519], [18.200, -7.069, -12.562], [19.122, -5.995, -11.800], [18.488, -5.111, -10.734], [17.943, -6.073, -9.661], [16.940, -7.144, -10.278], [17.456, -7.774, -11.523], [16.735, -8.740, -12.125], [16.832, -8.226, -9.240], [15.567, -6.470, -10.469], [19.197, -8.097, -13.247], [17.938, -5.784, -14.146], [16.402, -5.800, -13.071], [16.817, -7.183, -14.061], [19.935, -6.494, -11.272], [19.640, -5.379, -12.534], [17.614, -4.594, -11.131], [19.183, -4.377, -10.324], [17.354, -5.329, -9.124], [18.680, -6.494, -8.977], [16.597, -7.809, -8.261], [15.995, -8.874, -9.497], [17.708, -8.863, -9.122], [14.863, -7.204, -10.861], [15.298, -6.315, -9.424], [15.466, -5.496, -10.948], [18.703, -9.007, -13.587], [20.052, -8.301, -12.603], [19.625, -7.670, -14.153], [17.388, -9.419, -12.307], [20.969, -18.125, -3.671], [19.780, -17.400, -4.126], [18.783, -18.289, -4.494], [17.811, -17.683, -5.616], [18.630, -17.506, -6.852], [18.201, -16.222, -7.514], [16.892, -16.243, -8.331], [15.814, -16.225, -7.460], [14.628, -16.447, -8.012], [21.663, -17.604, -3.012], [21.576, -18.314, -4.557], [20.710, -19.015, -3.099], [18.173, -18.369, -3.595], [19.219, -19.207, -4.888], [17.560, -16.674, -5.291], [16.874, -18.134, -5.941], [19.585, -17.437, -6.531], [18.998, -16.036, -8.234], [18.341, -15.337, -6.894], [16.873, -17.112, -8.989], [16.873, -15.292, -8.863], [14.258, -15.645, -8.650], [13.790, -16.464, -7.315], [14.526, -17.457, -8.408], [0.666, -8.627, -4.331], [1.433, -7.722, -5.063], [2.714, -8.325, -5.327], [3.590, -7.064, -5.543], [3.966, -6.417, -4.298], [3.915, -4.950, -4.416], [4.874, -4.374, -5.514], [6.090, -4.550, -4.919], [7.059, -4.321, -5.962], [0.822, -8.684, -3.254], [0.622, -9.649, -4.707], [-0.335, -8.321, -4.635], [2.555, -9.047, -6.128], [3.087, -8.863, -4.455], [3.005, -6.411, -6.190], [4.447, -7.123, -6.213], [3.290, -6.731, -3.617], [4.126, -4.421, -3.486], [2.841, -4.810, -4.534], [4.624, -3.357, -5.817], [4.676, -4.946, -6.421], [7.312, -5.047, -6.734], [8.044, -4.390, -5.500], [7.033, -3.286, -6.303], [10.378, -15.905, 0.589], [11.413, -16.416, -0.149], [11.288, -16.110, -1.602], [11.167, -14.634, -2.052], [12.285, -13.803, -1.611], [13.349, -13.803, -2.623], [14.421, -12.850, -2.223], [13.716, -11.742, -1.629], [14.697, -10.858, -1.157], [10.535, -16.266, 1.605], [9.388, -16.223, 0.262], [10.311, -14.817, 0.589], [12.151, -16.557, -2.095], [10.485, -16.800, -1.861], [11.195, -14.673, -3.141], [10.262, -14.099, -1.765], [12.826, -14.294, -0.914], [13.750, -14.809, -2.750], [12.969, -13.553, -3.613], [15.180, -13.291, -1.577], [14.981, -12.491, -3.087], [14.235, -9.968, -0.730], [15.374, -10.532, -1.947], [15.299, -11.187, -0.309]], "forces_ev_per_angstrom": [[-0.497, 0.087, -0.593], [0.703, -0.912, -0.754], [0.670, 0.617, 1.759], [0.123, -0.009, -0.338], [-0.174, -0.452, 0.144], [-0.301, -0.409, -0.498], [-0.291, 0.407, -0.302], [0.127, 0.274, 0.831], [-1.497, -0.158, -0.194], [-0.630, -0.165, 0.003], [1.722, 0.499, -1.439], [-1.038, -2.321, -0.444], [1.734, -0.036, -2.394], [-2.076, 4.380, 2.736], [0.508, -1.901, -0.616], [0.024, 0.164, 0.797], [0.067, -0.370, 1.462], [1.674, 0.154, -1.356], [-0.089, 0.072, -0.105], [-0.278, -0.168, -0.150], [0.031, -0.217, -0.040], [0.343, -0.044, -0.603], [-0.480, -1.264, 0.048], [0.075, 0.020, 0.107], [0.071, -0.002, 0.273], [-0.205, 0.302, 0.077], [-0.143, 0.903, 0.612], [0.070, 0.093, 0.396], [-0.326, -0.290, 0.327], [-0.141, -0.137, -0.144], [-0.705, -0.101, 0.106], [0.471, 0.096, -0.146], [0.303, 0.161, -1.156], [0.451, 0.329, 0.845], [0.052, -0.431, 0.123], [-0.178, 0.386, 0.340], [0.064, -0.227, -0.288], [1.148, -1.754, -0.386], [1.261, 1.732, 2.301], [0.424, -0.129, -0.658], [-0.474, -1.715, -0.518], [-0.882, 1.087, -1.171], [1.107, 0.843, -0.739], [2.867, 1.747, 1.013], [-2.143, -1.363, 0.032], [-1.025, -0.896, 0.483], [-0.193, -0.638, 1.255], [-0.687, 1.233, -0.182], [-0.762, 0.481, -0.359], [0.539, 0.273, 0.122], [-0.325, 0.388, -0.585], [0.036, -0.501, -0.099], [-0.150, -0.029, -0.381], [0.084, 0.317, -0.131], [0.030, -0.098, -0.063], [-0.470, -0.736, 0.903], [0.129, -0.175, -0.364], [0.021, 0.184, 0.035], [-0.045, -0.243, 0.015], [0.189, 0.290, -0.297], [-0.057, 0.177, -0.290], [-0.592, 0.250, 0.050], [0.486, -0.256, -0.333], [0.051, -0.050, 0.140], [-0.319, -0.207, 0.209], [-0.107, 0.233, -0.072], [-0.141, -0.444, 0.071], [-0.220, 0.363, -0.561], [2.192, 0.672, 0.462], [-2.713, 0.013, -0.900], [2.401, 0.725, -0.102], [-1.795, 0.966, 0.149], [1.731, -1.163, -1.059], [1.581, 0.496, 0.990], [1.316, 0.224, 2.428], [-3.424, -0.656, -0.677], [-0.693, 0.955, 0.046], [-0.104, -0.652, -0.043], [-0.205, -0.235, -0.408], [-0.245, -1.096, 0.019], [-0.251, -0.324, 0.262], [-0.265, 0.126, 0.509], [0.183, -0.746, 0.847], [0.213, 0.424, -0.295], [-0.033, -0.112, -0.541], [-0.810, 0.039, 0.641], [-0.029, -0.016, -0.166], [0.090, -0.057, -0.696], [0.442, -0.048, -1.001], [0.380, 0.121, 1.067], [0.235, -0.002, -0.952], [-2.460, -0.182, -0.813], [1.585, -1.059, 0.584], [0.166, 1.932, 0.123], [0.111, -0.442, -1.623], [1.149, -0.454, 0.294], [-1.217, 0.335, -0.315], [-3.927, -1.297, 1.262], [2.670, -0.242, -2.023], [2.456, 0.549, 1.597], [0.167, 0.450, 0.058], [0.903, -0.294, -0.287], [-0.461, 0.158, 1.077], [0.602, 0.233, -0.356], [-0.057, -0.156, 0.256], [-0.797, 0.329, 0.304], [0.495, -0.990, 0.335], [-0.077, 0.332, 0.299], [0.419, -0.403, 0.212], [-0.064, 1.037, -0.853], [0.211, 0.403, 0.542], [0.672, -0.330, -0.194], [-1.717, -0.345, -0.451], [0.194, 0.378, 0.770], [-0.462, -0.167, -0.433], [-0.932, 0.106, 0.945], [1.390, 0.944, -2.503], [-0.319, -1.027, 1.472], [-0.069, -0.845, 0.411], [0.719, -0.175, -0.512], [-0.329, -0.438, -1.057], [-0.364, 0.292, -0.407], [1.072, 0.424, 0.432], [0.373, 1.253, 0.455], [-0.159, 0.196, 0.047], [-0.172, -0.428, -0.218], [0.350, 0.418, 0.104], [0.332, 0.177, 0.352], [-0.556, 0.672, -0.708], [-0.276, 0.008, -0.086], [-0.329, -0.572, 0.105], [-0.799, -0.119, 1.252], [0.280, -0.139, -0.012], [-0.283, 0.324, 0.072], [-0.265, 0.136, 0.658], [-0.053, 0.068, -0.193], [-0.448, 0.370, -0.219], [0.034, 0.031, -0.104], [0.031, -0.802, -0.100]], "e_above_lowest_ev": 18.1389, "homo_lumo_gap_ev": 1.25, "e_homo_ev": -10.1936, "e_tot_ev": -128685.44946, "fmax_ev_per_a": 5.6, "charge": 2}